No. 1
{"formula": "C26H50N2O3OsP2", "method": "wB97M-V/def2-TZVPD", "total_charge": 4, "e_above_lowest_kj_mol": 0.0, "e_homo_ev": [-20.635, -21.335], "orbital_gap_ha": [0.26950, 0.16492], "multiplicity": 5, "elements": ["Os", "C", "O", "C", "O", "P", "C", "H", "C", "H", "C", "H", "C", "P", "H", "H", "C", "H", "C", "H", "H", "H", "C", "H", "H", "H", "C", "H", "H", "H", "C", "H", "H", "H", "C", "H", "H", "H", "C", "H", "H", "H", "C", "H", "H", "H", "C", "H", "C", "H", "H", "C", "H", "H", "H", "C", "H", "H", "H", "C", "H", "H", "H", "C", "H", "H", "H", "H", "H", "N", "C", "O", "C", "C", "C", "C", "N", "C", "H", "H", "H", "H", "H", "H"], "positions_angstrom": [[-0.843, -0.544, -0.330], [-2.479, -0.883, -1.148], [-3.535, -1.036, -1.661], [-0.404, -2.333, -0.082], [0.048, -3.395, 0.125], [0.771, -0.822, -2.176], [2.650, -0.983, -1.988], [3.011, -1.048, -3.031], [0.389, -2.302, -3.266], [0.250, -3.083, -2.490], [0.703, 0.678, -3.286], [1.034, 1.495, -2.617], [-2.510, 0.992, 2.426], [-1.313, -0.403, 2.029], [-0.699, -0.475, 4.349], [-1.921, 1.885, 2.164], [-2.265, -1.867, 2.726], [-2.747, -1.449, 3.625], [-0.942, -2.149, -4.029], [-0.805, -1.701, -5.032], [-1.720, -1.579, -3.496], [-1.361, -3.159, -4.192], [1.507, -2.741, -4.219], [1.085, -3.518, -4.880], [2.365, -3.184, -3.692], [1.861, -1.911, -4.849], [1.636, 0.631, -4.508], [2.672, 0.358, -4.266], [1.671, 1.652, -4.922], [1.243, -0.046, -5.283], [-0.739, 0.993, -3.713], [-0.889, 2.081, -3.696], [-1.511, 0.566, -3.050], [-0.938, 0.649, -4.739], [3.305, 0.267, -1.393], [2.977, 1.185, -1.896], [4.400, 0.199, -1.526], [3.102, 0.355, -0.313], [3.097, -2.296, -1.314], [3.333, -2.130, -0.250], [4.020, -2.644, -1.813], [2.361, -3.111, -1.383], [-2.935, 1.075, 3.899], [-2.122, 0.927, 4.618], [-3.741, 0.363, 4.110], [-3.336, 2.086, 4.064], [-3.751, 0.985, 1.534], [-4.455, 0.197, 1.826], [1.149, -1.023, 3.456], [-3.524, 0.870, 0.464], [-4.276, 1.947, 1.648], [0.308, 1.327, 3.707], [2.027, -0.475, 3.078], [1.374, -1.271, 4.511], [1.066, -1.955, 2.885], [-0.105, -0.135, 3.475], [0.724, 1.428, 4.726], [-0.511, 2.044, 3.602], [1.117, 1.609, 3.015], [-1.389, -3.042, 3.149], [-0.857, -3.463, 2.289], [-2.036, -3.834, 3.553], [-0.654, -2.766, 3.911], [-3.361, -2.376, 1.789], [-3.923, -1.588, 1.282], [-4.068, -2.981, 2.379], [-2.941, -3.035, 1.015], [3.623, -1.228, 1.823], [3.251, -0.796, 1.351], [2.830, 4.681, 1.463], [2.363, 3.409, 1.297], [2.972, 2.432, 1.764], [1.079, 3.262, 0.550], [0.265, 4.309, 0.078], [-0.928, 3.967, -0.528], [-1.290, 2.618, -0.690], [-0.514, 1.609, -0.253], [0.654, 1.929, 0.358], [3.677, 4.773, 1.998], [2.400, 5.504, 1.079], [0.574, 5.361, 0.203], [-1.633, 4.708, -0.904], [-2.209, 2.287, -1.176], [1.233, 1.066, 0.684]]}



No. 2
{"formula": "C26H50N6O36S7", "method": "wB97M-V/def2-TZVPD", "total_charge": 0, "e_homo_ev": -8.269, "orbital_gap_ha": 0.29270, "multiplicity": 1, "elements": ["C", "N", "O", "O", "H", "H", "H", "C", "N", "O", "O", "H", "H", "H", "C", "N", "O", "O", "H", "H", "H", "C", "N", "O", "O", "H", "H", "H", "C", "C", "O", "S", "O", "O", "O", "H", "H", "H", "H", "C", "C", "O", "S", "O", "O", "O", "H", "H", "H", "H", "C", "C", "O", "S", "O", "O", "O", "H", "H", "H", "H", "C", "C", "O", "S", "O", "O", "O", "H", "H", "H", "H", "C", "C", "O", "S", "O", "O", "O", "H", "H", "H", "H", "C", "C", "O", "S", "O", "O", "O", "H", "H", "H", "H", "C", "C", "O", "S", "O", "O", "O", "H", "H", "H", "H", "N", "C", "C", "C", "C", "H", "H", "H", "H", "H", "N", "C", "C", "C", "C", "H", "H", "H", "H", "H"], "positions_angstrom": [[20.906, -8.031, 5.842], [21.701, -7.509, 6.974], [22.216, -8.325, 7.718], [21.688, -6.321, 7.199], [20.876, -9.117, 5.854], [21.355, -7.739, 4.897], [19.882, -7.686, 5.957], [16.751, -7.348, 3.252], [15.604, -6.611, 2.647], [15.405, -6.736, 1.453], [14.974, -5.860, 3.362], [17.416, -7.649, 2.449], [16.241, -8.190, 3.720], [17.242, -6.693, 3.961], [19.064, -7.273, -2.393], [19.271, -8.713, -2.247], [20.402, -9.114, -2.006], [18.341, -9.477, -2.404], [18.559, -6.945, -3.305], [20.038, -6.821, -2.294], [18.255, -6.937, -1.743], [18.984, -12.695, -2.431], [19.074, -13.474, -1.176], [19.641, -14.539, -1.213], [18.553, -12.970, -0.196], [19.694, -11.875, -2.302], [18.065, -12.111, -2.476], [19.067, -13.320, -3.309], [15.537, -13.378, 1.744], [16.885, -13.002, 2.383], [17.085, -11.614, 2.254], [15.809, -10.855, 1.666], [16.072, -10.056, 0.520], [15.072, -10.279, 2.742], [15.080, -12.199, 1.125], [14.915, -13.705, 2.584], [15.560, -14.223, 1.061], [17.698, -13.541, 1.887], [17.029, -13.427, 3.378], [22.376, -4.973, -0.821], [22.183, -3.547, -0.307], [21.041, -3.050, -1.020], [21.009, -3.717, -2.504], [21.282, -2.693, -3.456], [19.797, -4.468, -2.611], [22.248, -4.714, -2.229], [21.651, -5.709, -0.479], [23.400, -5.222, -0.553], [23.038, -2.922, -0.557], [21.932, -3.563, 0.751], [18.777, -11.727, 7.146], [17.509, -11.752, 7.998], [16.641, -10.731, 7.543], [17.237, -9.955, 6.241], [17.083, -8.553, 6.445], [16.740, -10.564, 5.045], [18.773, -10.380, 6.563], [18.683, -12.352, 6.259], [19.739, -11.838, 7.632], [17.747, -11.477, 9.026], [17.082, -12.753, 7.975], [22.087, -14.726, 2.980], [22.161, -15.459, 4.281], [21.066, -14.791, 4.994], [20.834, -13.278, 4.512], [21.253, -12.359, 5.524], [19.544, -13.135, 3.893], [22.005, -13.366, 3.392], [21.226, -15.069, 2.399], [22.866, -14.906, 2.255], [23.082, -15.371, 4.850], [21.761, -16.466, 4.192], [19.692, -10.134, 2.740], [20.012, -10.657, 1.336], [20.961, -9.726, 0.815], [20.597, -8.235, 1.306], [19.532, -7.706, 0.518], [21.777, -7.454, 1.517], [20.136, -8.777, 2.737], [20.403, -10.594, 3.428], [18.676, -10.361, 3.041], [19.138, -10.880, 0.721], [20.534, -11.616, 1.352], [22.561, -10.773, -0.639], [23.337, -10.690, 0.683], [24.001, -11.952, 0.758], [23.136, -13.118, 0.075], [22.403, -13.786, 1.112], [23.964, -13.915, -0.774], [22.208, -12.130, -0.835], [23.135, -10.334, -1.456], [21.679, -10.123, -0.600], [22.634, -10.637, 1.514], [23.993, -9.830, 0.735], [17.998, -4.253, 0.725], [17.125, -3.707, 1.879], [17.755, -4.167, 3.074], [19.290, -4.554, 2.863], [19.672, -5.667, 3.674], [20.123, -3.398, 2.824], [18.963, -5.078, 1.365], [18.509, -3.474, 0.162], [17.417, -4.995, 0.181], [16.106, -4.088, 1.829], [16.996, -2.624, 1.876], [24.639, -7.882, -2.693], [25.604, -7.599, -1.748], [24.992, -7.606, -0.536], [23.670, -8.093, -0.687], [23.482, -8.242, -2.038], [24.752, -7.818, -3.687], [26.635, -7.440, -2.013], [25.506, -7.388, 0.389], [22.945, -8.232, 0.108], [22.568, -8.430, -2.578], [23.320, -4.988, 2.790], [23.748, -3.718, 3.039], [25.124, -3.687, 2.955], [25.503, -4.991, 2.568], [24.410, -5.803, 2.533], [22.368, -5.309, 2.743], [23.025, -2.932, 3.182], [25.785, -2.845, 3.061], [26.526, -5.244, 2.329], [24.319, -6.866, 2.399]]}



No. 3
{"formula": "C26H51Br2N3O6S", "method": "wB97M-V/def2-TZVPD", "total_charge": 0, "e_homo_ev": [-7.843, -9.031], "orbital_gap_ha": [0.30189, 0.34553], "multiplicity": 3, "elements": ["C", "C", "C", "C", "C", "C", "N", "C", "O", "S", "O", "O", "O", "C", "Br", "Br", "H", "H", "H", "H", "H", "H", "H", "H", "H", "H", "H", "H", "H", "H", "H", "C", "C", "C", "C", "C", "C", "N", "O", "C", "C", "C", "H", "H", "H", "H", "H", "H", "H", "H", "H", "H", "H", "H", "H", "H", "H", "H", "H", "H", "C", "C", "C", "C", "C", "C", "N", "O", "C", "C", "C", "H", "H", "H", "H", "H", "H", "H", "H", "H", "H", "H", "H", "H", "H", "H", "H", "H", "H"], "positions_angstrom": [[-0.507, -0.105, -7.202], [0.003, 1.124, -6.425], [0.818, 0.790, -5.157], [2.317, 1.150, -5.235], [2.727, 2.446, -4.514], [3.104, 3.477, -5.593], [3.416, 4.809, -5.119], [2.370, 5.795, -5.409], [1.653, 3.025, -3.716], [2.140, 3.705, -2.374], [1.987, 5.105, -2.433], [1.635, 2.986, -1.264], [3.703, 3.339, -2.561], [3.828, 2.251, -3.424], [3.484, 0.600, -2.376], [5.612, 2.152, -4.094], [-1.568, -0.011, -7.436], [-0.389, -1.024, -6.624], [0.012, -0.227, -8.154], [0.623, 1.724, -7.098], [-0.847, 1.750, -6.150], [0.363, 1.254, -4.284], [0.755, -0.284, -4.973], [2.593, 1.278, -6.285], [2.909, 0.319, -4.863], [2.259, 3.481, -6.296], [3.957, 3.054, -6.128], [4.246, 5.117, -5.609], [1.972, 5.694, -6.428], [2.790, 6.794, -5.301], [1.552, 5.704, -4.697], [-0.101, -2.454, 0.955], [0.222, -1.651, -0.311], [0.106, -0.145, -0.045], [-1.334, 0.337, 0.102], [-2.178, -0.083, -1.100], [-2.121, -1.586, -1.389], [-0.683, -2.009, -1.455], [-0.157, -1.778, -2.600], [-2.901, -2.376, -0.331], [-2.767, -1.888, -2.737], [1.651, -1.978, -0.725], [-0.900, -2.022, 1.550], [-0.363, -3.485, 0.714], [0.774, -2.473, 1.604], [0.578, 0.399, -0.869], [0.680, 0.086, 0.856], [-1.775, -0.040, 1.030], [-1.339, 1.425, 0.183], [-3.225, 0.197, -0.951], [-1.827, 0.456, -1.985], [-2.724, -3.447, -0.442], [-3.966, -2.192, -0.476], [-2.666, -2.094, 0.690], [-2.325, -1.300, -3.537], [-3.829, -1.647, -2.675], [-2.664, -2.944, -2.989], [1.770, -3.031, -0.985], [2.320, -1.746, 0.105], [1.917, -1.373, -1.584], [-0.090, -2.431, 7.615], [0.229, -1.479, 6.452], [0.042, -0.019, 6.875], [-1.421, 0.387, 7.035], [-2.221, 0.067, 5.773], [-2.093, -1.393, 5.328], [-0.637, -1.751, 5.256], [-0.096, -1.371, 4.161], [-2.864, -2.325, 6.270], [-2.695, -1.571, 3.937], [1.679, -1.727, 6.050], [-0.922, -2.101, 8.232], [-0.306, -3.435, 7.249], [0.780, -2.494, 8.269], [0.509, 0.624, 6.123], [0.587, 0.138, 7.810], [-1.866, -0.103, 7.905], [-1.476, 1.459, 7.231], [-3.280, 0.288, 5.924], [-1.874, 0.711, 4.960], [-2.640, -3.368, 6.047], [-3.932, -2.168, 6.118], [-2.666, -2.148, 7.322], [-2.261, -0.878, 3.220], [-3.768, -1.381, 3.995], [-2.540, -2.587, 3.573], [1.813, -2.748, 5.690], [2.312, -1.582, 6.926], [2.005, -1.044, 5.270]]}



We obtain max |F| values of 9.25, 4.60, 0.90 eV Å⁻¹ for the records listed above, in that order.